Entry 1:
{
  "formula": "C28H22Cl2IKN3S",
  "method": "ωB97M-V with the def2-TZVPD basis set",
  "symbols": ["K", "I", "C", "C", "C", "C", "C", "C", "C", "C", "C", "C", "H", "H", "H", "H", "H", "H", "S", "C", "C", "C", "C", "C", "C", "N", "C", "C", "C", "C", "C", "C", "C", "H", "H", "H", "H", "H", "H", "H", "H", "Cl", "C", "Cl", "H", "H", "C", "C", "N", "C", "C", "N", "H", "H", "H", "H", "H", "H"],
  "xyz": [[0.42756, 0.46516, -0.54517], [-1.92141, 2.65273, 0.99199], [-3.63975, 1.55149, 0.57510], [-4.79558, 1.89898, 1.21244], [-5.96939, 1.14299, 0.98076], [-5.93434, 0.08015, 0.13086], [-4.73963, -0.27508, -0.54974], [-4.72413, -1.37315, -1.44730], [-3.56998, -1.68205, -2.10488], [-2.39279, -0.91935, -1.88151], [-2.30480, 0.15486, -1.01863], [-3.53840, 0.46366, -0.35331], [-4.82041, 2.74003, 1.89215], [-6.89022, 1.41041, 1.48569], [-6.82404, -0.51697, -0.04373], [-5.63292, -1.94849, -1.59014], [-3.55558, -2.51870, -2.79828], [-1.51027, -1.24149, -2.44133], [1.93523, -3.28067, 2.71764], [0.25577, -3.04137, 3.06179], [-0.58183, -3.67758, 3.97824], [-1.90845, -3.29569, 4.02474], [-2.40696, -2.29648, 3.17586], [-1.57864, -1.66340, 2.27211], [-0.23483, -2.04159, 2.22302], [0.69274, -1.47907, 1.35335], [1.85842, -2.02592, 1.48962], [3.07819, -1.66054, 0.68927], [4.25535, -2.36365, 0.97270], [5.41312, -2.07795, 0.26730], [5.36407, -1.09424, -0.71578], [4.17421, -0.41690, -0.96724], [2.96486, -0.64941, -0.28223], [-0.20310, -4.45067, 4.63486], [-2.57426, -3.78377, 4.72608], [-3.45277, -2.02050, 3.22317], [-1.94422, -0.89972, 1.59529], [4.29435, -3.13693, 1.73465], [6.32973, -2.61602, 0.47873], [6.25854, -0.85911, -1.28715], [4.20871, 0.34141, -1.75196], [2.46892, -0.13077, -5.84148], [0.85137, 0.33037, -5.27265], [0.80286, 0.74797, -3.56903], [0.18814, -0.51083, -5.43394], [0.53551, 1.19485, -5.84337], [3.37276, 2.58501, 0.95077], [2.66117, 3.35759, -0.10297], [1.56920, 2.99207, -0.73342], [1.24782, 4.04224, -1.57012], [2.17674, 5.02712, -1.47606], [3.05980, 4.59220, -0.50815], [3.01902, 1.55384, 0.93198], [3.20587, 3.02048, 1.93824], [4.44752, 2.54687, 0.76098], [0.37300, 4.00870, -2.19888], [2.28187, 5.97779, -1.96773], [3.87628, 5.06911, -0.17321]],
  "lowdin_charge": [0.43, 0.90, -0.66, -0.19, -0.11, -0.07, -0.19, -0.08, -0.12, -0.19, -0.21, -0.30, 0.07, 0.09, 0.10, 0.09, 0.09, 0.05, 1.07, -0.48, -0.11, -0.11, -0.08, 0.00, -0.30, 0.04, -0.51, -0.29, -0.11, -0.13, -0.13, -0.18, -0.15, 0.10, 0.09, 0.10, 0.10, 0.06, 0.08, 0.08, 0.07, 0.49, -1.01, 0.57, 0.03, 0.02, -0.01, -0.40, 0.04, -0.16, -0.11, 0.08, 0.05, 0.08, 0.08, 0.10, 0.10, 0.15],
  "total_charge": -1,
  "e_above_lowest_kj_mol": 20.6,
  "lumo_energy_ev": 2.22,
  "orbital_gap_ev": 6.0,
  "mol_weight_g_mol": 669.5,
  "homo_ev": -3.7382
}

***

Entry 2:
{
  "formula": "C30H23N4O10W",
  "method": "ωB97M-V with the def2-TZVPD basis set",
  "symbols": ["W", "O", "C", "O", "C", "C", "C", "C", "C", "C", "O", "N", "O", "O", "N", "O", "O", "H", "H", "C", "C", "C", "C", "C", "C", "C", "C", "C", "C", "C", "C", "C", "C", "C", "H", "H", "H", "H", "H", "H", "H", "H", "H", "H", "C", "C", "C", "C", "C", "C", "O", "N", "C", "O", "N", "C", "O", "H", "H", "H", "H", "H", "H", "H", "H", "H", "H", "H"],
  "xyz": [[0.94458, 1.01908, 0.01195], [4.96779, 0.12839, -0.50789], [3.87558, 0.56658, -0.78071], [2.90310, 0.65055, 0.09767], [3.60843, 1.09684, -2.17287], [4.71131, 1.33898, -2.96487], [4.53977, 1.83619, -4.24855], [3.29051, 2.09378, -4.76888], [2.19187, 1.85735, -3.96922], [2.29553, 1.33633, -2.65872], [1.24309, 1.00712, -1.96953], [0.87584, 2.16640, -4.56811], [-0.05723, 2.38139, -3.82862], [0.81055, 2.19439, -5.78322], [5.71796, 2.09880, -5.08662], [6.81248, 1.88848, -4.60421], [5.53096, 2.53329, -6.20774], [5.69198, 1.12618, -2.56701], [3.16198, 2.47195, -5.77055], [0.92090, 2.82931, 0.95898], [0.33642, 2.10890, 1.85352], [-0.28566, 1.12903, 2.57858], [0.49772, 0.40445, 3.62429], [1.61214, -0.36277, 3.29966], [2.36023, -0.98931, 4.28772], [1.99968, -0.86931, 5.62011], [0.88743, -0.10683, 5.95819], [0.14862, 0.52490, 4.97196], [-1.76699, 1.04954, 2.57191], [-2.52896, 1.94500, 1.81419], [-3.90950, 1.86251, 1.78325], [-4.57622, 0.88655, 2.51493], [-3.83495, -0.00690, 3.27395], [-2.45028, 0.07122, 3.29923], [1.90824, -0.47855, 2.26343], [3.22406, -1.57600, 4.00237], [2.57846, -1.36162, 6.39125], [0.59799, 0.00517, 6.99593], [-0.70604, 1.12923, 5.25043], [-2.02500, 2.70577, 1.23057], [-4.46800, 2.56787, 1.18054], [-5.65687, 0.82373, 2.49108], [-4.33277, -0.77829, 3.84935], [-1.89372, -0.64539, 3.88894], [-2.16948, -0.51965, -3.33641], [-2.93841, -0.86164, -2.06762], [-2.08241, -1.58630, -1.02234], [-2.91728, -1.87321, 0.25487], [-2.16591, -2.60149, 1.35995], [-1.60898, -2.92579, -1.56230], [-2.35676, -3.71137, -2.10239], [-0.28548, -3.22717, -1.36117], [0.69238, -2.43917, -0.73203], [1.79922, -2.88261, -0.56062], [0.30324, -1.16949, -0.36708], [-0.91705, -0.73228, -0.61526], [-1.07942, 0.51838, -0.44020], [-2.81028, -0.00187, -4.04998], [-1.79574, -1.42201, -3.82573], [-1.32402, 0.13858, -3.12797], [-3.78558, -1.51146, -2.29353], [-3.32546, 0.04482, -1.59997], [-3.77337, -2.46779, -0.07287], [-3.29777, -0.91465, 0.61537], [-1.75113, -3.55090, 1.01434], [-2.84553, -2.82233, 2.18348], [-1.34791, -2.00247, 1.76283], [0.03013, -4.13844, -1.66007]],
  "mulliken_spin": [1.70, 0.01, 0.01, 0.03, 0.01, 0.00, 0.00, 0.00, 0.00, 0.03, 0.11, 0.00, 0.00, 0.00, 0.00, 0.00, 0.00, 0.00, 0.00, -0.08, 0.00, 0.17, -0.13, 0.05, 0.02, 0.00, 0.00, -0.01, -0.01, -0.01, 0.01, -0.01, 0.01, -0.02, 0.00, 0.00, 0.00, 0.00, 0.00, 0.00, 0.00, 0.00, 0.00, 0.00, 0.00, 0.00, 0.01, 0.01, 0.00, 0.00, 0.00, 0.00, 0.01, 0.00, 0.06, 0.01, -0.01, 0.00, 0.00, 0.00, 0.00, 0.00, 0.00, 0.00, 0.00, 0.00, 0.00, 0.00],
  "total_charge": -1,
  "e_above_lowest_kj_mol": 27.9,
  "lumo_energy_ev": [1.80, 1.76],
  "orbital_gap_ev": [6.1, 6.8],
  "spin_multiplicity": 3,
  "mol_weight_g_mol": 783.4,
  "homo_ev": [-4.3242, -4.9952]
}

***

Entry 3:
{
  "formula": "C6H10O",
  "method": "ωB97M-V with the def2-TZVPD basis set",
  "symbols": ["C", "C", "C", "C", "O", "C", "C", "H", "H", "H", "H", "H", "H", "H", "H", "H", "H"],
  "xyz": [[-0.37575, 1.04497, 1.36250], [-0.81950, -0.07559, 0.42381], [-1.15770, 0.29372, -0.97047], [0.29471, -0.32297, -1.44973], [1.52902, 0.33121, -1.15982], [1.77078, -0.49776, -0.00524], [0.32719, -1.04200, -0.05552], [-0.25787, 0.62809, 2.37087], [-1.16098, 1.80812, 1.40472], [0.55869, 1.53953, 1.08188], [-1.90374, -0.20745, 0.70722], [-1.86155, -0.34699, -1.49521], [-2.11955, 1.01553, -0.51561], [0.36751, -0.88275, -2.40436], [2.10201, 0.08410, 0.86305], [2.53919, -1.25623, -0.22890], [0.16752, -2.11353, 0.07082]],
  "lowdin_charge": [-0.08, -0.39, -0.11, -0.19, -0.09, -0.14, -0.14, 0.08, 0.07, 0.07, 0.14, 0.08, 0.18, 0.14, 0.11, 0.12, 0.13],
  "e_above_lowest_kj_mol": 461.0,
  "lumo_energy_ev": 1.04,
  "orbital_gap_ev": 10.2,
  "mol_weight_g_mol": 98.1,
  "homo_ev": -9.1579
}